{"formula": "C25H31CrF4O24Zn", "method": "the ωB97M-V functional and the def2-TZVPD basis", "orbital_gap_ha": [0.1725, 0.2006], "charge": 3, "e_homo_ev": [-17.191, -17.191], "multiplicity": 5, "s2": 6.01, "lumo_energy_ha": [-0.459, -0.431], "symbols": ["H", "F", "C", "C", "H", "O", "O", "C", "H", "H", "O", "C", "O", "H", "F", "C", "H", "O", "H", "H", "C", "H", "C", "C", "O", "F", "H", "C", "O", "O", "Zn", "O", "O", "H", "H", "H", "H", "O", "H", "H", "O", "C", "H", "C", "C", "H", "H", "H", "F", "C", "H", "O", "O", "O", "H", "O", "H", "O", "H", "O", "H", "C", "C", "Cr", "C", "C", "H", "O", "C", "C", "C", "C", "O", "C", "O", "H", "H", "O", "H", "H", "C", "O", "C", "O", "H", "C"], "positions_angstrom": [[-1.21613, 4.87216, -2.33593], [-1.90045, 1.10290, -3.41355], [-3.40289, 5.86488, -3.60488], [0.68789, -0.04520, -4.96006], [4.21984, 1.35999, -0.79624], [-1.22967, -4.17923, 1.80868], [2.71558, 2.79197, -2.52568], [-0.61580, -5.38852, 1.32280], [-0.48776, -1.44408, -2.43680], [3.32323, -1.02880, -2.47928], [-2.86635, -5.39315, 1.10703], [2.84662, -3.20463, 1.44900], [-0.64827, 0.24534, -5.08865], [1.11123, 0.04114, 4.20512], [1.51089, -2.31344, 6.44995], [1.09668, -2.19687, 0.43398], [-0.03844, -5.21366, 0.41916], [0.92502, -0.53491, -3.74599], [-0.16094, 4.19935, 2.40355], [-0.17657, 0.19313, -2.16420], [-1.86317, -7.18091, -0.06458], [-2.89587, -7.35447, -0.35443], [1.39659, -1.92872, 5.15721], [-2.54082, -4.30560, 1.75534], [2.19175, 1.09389, -1.23295], [1.49167, 5.80551, 1.87534], [0.07785, -5.80617, 2.05326], [-1.83374, 4.02682, -2.62620], [-0.58031, -0.75270, 5.15509], [2.81858, -1.96382, 1.95525], [-3.46116, -1.69537, 3.11044], [1.74098, -3.41279, 0.67574], [3.66652, -4.03061, 1.64991], [-1.42572, -6.57886, -0.86609], [5.03950, -0.64651, -1.94795], [1.57289, 5.04440, 0.07341], [0.00762, -2.24114, 0.45786], [2.93490, 1.66748, 1.72809], [3.92086, -1.13903, -0.84077], [-1.02596, 1.31890, 0.16791], [-1.87948, -2.45009, 4.35106], [-0.24480, -0.53209, -2.98146], [1.03167, -0.96893, 2.28007], [-3.26700, 4.44214, -3.07885], [-3.36041, 3.41891, -1.08161], [3.39655, 1.14979, -3.72718], [4.61928, 2.15204, -2.99056], [-1.96122, -6.89537, 2.15462], [1.41763, -1.79053, -0.83539], [1.50201, 4.68437, 1.09783], [-2.63541, 6.52241, -3.18781], [-0.89723, 0.42434, 0.55343], [-3.89270, 4.41646, -1.77428], [2.60295, 3.85658, 1.44083], [2.35281, -2.09843, 4.66864], [1.48942, 0.19962, -5.79072], [-2.15141, -0.76582, -4.13877], [-2.46309, 1.44817, 1.74762], [1.10412, 0.07063, 5.96777], [0.32605, -2.69240, 4.60323], [-3.32966, 5.91546, -4.68734], [3.97098, -0.54061, -1.75471], [1.81681, 2.31516, -1.66827], [-4.16027, 2.66316, 1.97163], [3.62969, 1.72589, -2.83013], [1.69201, -1.24058, 1.45890], [-4.30444, 6.34255, -3.22199], [-2.10418, -0.77216, 1.99648], [3.59085, 0.91593, -1.57177], [0.82793, -0.51924, 5.09598], [-0.80576, -1.97722, 4.64314], [-1.35246, -0.05831, -3.92459], [-3.29483, -3.39187, 2.05987], [2.18694, 2.57998, 1.62200], [-3.94969, 2.93782, -0.10267], [2.11593, -0.34383, 1.00528], [-1.32866, 3.36080, -3.31576], [-2.13638, 3.26269, -1.41565], [-0.44275, 3.78023, 0.74204], [-1.25186, -8.08092, -0.07798], [-1.84692, 0.35090, 1.46864], [0.84956, 2.50984, 1.58939], [0.33797, 3.80818, 1.51352], [0.81755, 2.89453, -1.33361], [-3.76505, 3.68905, -3.68968], [-1.77976, -6.36786, 1.21891]]}

{"formula": "C25H31FN4O5", "method": "the ωB97M-V functional and the def2-TZVPD basis", "orbital_gap_ha": 0.3483, "charge": 0, "e_homo_ev": -8.794, "relative_energy_kj_mol": 0.00, "smiles": "COCCNC(=O)[C@@H](c1ccc(F)cc1)N(C[C@@H]1CCCO1)C(=O)CCC(=O)Nc1ccccn1", "lumo_energy_ha": 0.025, "symbols": ["O", "H", "C", "H", "H", "H", "F", "H", "O", "O", "H", "C", "C", "H", "C", "C", "C", "H", "C", "C", "H", "N", "C", "H", "C", "H", "C", "H", "O", "C", "C", "H", "C", "C", "C", "H", "C", "H", "H", "C", "H", "N", "O", "H", "H", "C", "H", "C", "H", "N", "C", "H", "C", "H", "H", "C", "H", "H", "H", "H", "C", "H", "H", "H", "N", "C"], "positions_angstrom": [[-4.64286, -1.31225, -0.89996], [4.22386, -4.48829, 1.13062], [-2.58251, -1.62022, -2.10864], [-2.80658, 4.17887, 0.93128], [-2.38058, 0.75679, -1.61376], [0.72225, 1.47943, -0.79599], [6.65057, 0.68281, -1.50485], [-3.00990, -2.59652, -2.33763], [1.39306, 0.80315, 2.31756], [3.14392, -2.11710, -0.85803], [1.97265, -3.74646, 1.43919], [3.74794, -4.07661, 0.24457], [-3.53052, 3.42266, 0.65465], [3.98640, -4.70346, -0.61463], [0.74295, 1.05740, 1.32013], [-4.85158, 3.50713, 1.05689], [-3.67962, -0.60252, 2.25064], [2.28147, 0.69944, -2.51777], [-3.63836, -0.81648, -1.36284], [2.23301, -3.92515, 0.39566], [-2.32128, -1.11179, -3.03814], [-3.30278, 0.49739, -1.25105], [1.07272, -1.66660, 0.37203], [-0.75590, -2.65959, -1.62248], [-1.51982, -0.02481, 3.02219], [-4.00628, 0.44221, 2.25840], [-5.71895, 2.49247, 0.66875], [-2.00414, -0.06401, 4.00587], [-2.28737, -0.71641, 2.06033], [4.16751, -2.63439, -0.03457], [1.21134, 0.77272, -0.11568], [-1.61240, -2.01102, -0.21773], [-5.24362, 1.45237, -0.10503], [-1.32031, -1.80394, -1.25084], [3.05232, 0.72509, -1.76234], [-2.17430, 1.99930, 2.52698], [5.34604, 0.72162, -1.14978], [4.23629, -2.06056, 0.90052], [1.70466, -1.27563, 1.17177], [1.90812, -2.67233, -0.44784], [4.67095, 0.64193, -3.17513], [-0.52582, 1.50200, 1.38178], [-0.70093, 0.40530, -1.95459], [-0.63257, 1.89044, 3.42115], [1.68891, -4.80004, 0.04766], [-3.89360, 1.46699, -0.46324], [-0.56163, -0.54737, 3.08100], [-1.24563, 1.43981, 2.63648], [3.41379, 0.86249, 1.59410], [-3.05597, 2.42973, -0.08082], [2.68950, 0.77751, -0.41864], [-5.87632, 0.64267, -0.42572], [3.68080, 0.81368, 0.55093], [1.37198, -2.92761, -1.36894], [-1.08276, 1.66634, 0.55034], [4.37928, 0.69231, -2.13823], [5.10578, -2.53982, -0.58051], [-3.98087, -1.07275, 3.19429], [-4.15614, -1.11899, 1.41985], [-6.75757, 2.51807, 0.96420], [-0.43749, -0.56751, -1.25079], [0.22443, -2.18972, 0.82399], [-5.19322, 4.33671, 1.65508], [5.79751, 0.81749, 0.93336], [0.60685, -0.53955, -0.40347], [5.01725, 0.79063, 0.18878]]}

{"formula": "C25H31GeO2PPtSe", "method": "the ωB97M-V functional and the def2-TZVPD basis", "orbital_gap_ha": 0.2709, "charge": 2, "e_homo_ev": -14.254, "relative_energy_kj_mol": 0.00, "lumo_energy_ha": -0.253, "symbols": ["C", "C", "C", "H", "H", "H", "H", "H", "Ge", "P", "H", "H", "C", "C", "H", "C", "C", "C", "H", "H", "H", "H", "C", "O", "H", "C", "C", "C", "H", "H", "H", "C", "H", "H", "C", "C", "C", "H", "H", "Pt", "C", "C", "H", "C", "C", "H", "C", "H", "C", "O", "H", "H", "C", "H", "H", "H", "H", "Se", "C", "H", "H", "C"], "positions_angstrom": [[4.18373, -1.81928, 0.36334], [5.48336, -0.34950, -1.08163], [1.27431, -0.59219, -3.39491], [0.41244, -3.66994, 5.09060], [1.28351, -4.75902, 3.97568], [-1.46742, 1.81508, 0.23882], [-4.25221, -1.58678, -0.49769], [1.53041, 1.76217, 1.71210], [-3.54817, 0.46078, 0.87431], [1.44205, 0.47495, -0.84798], [-5.76587, -0.12153, 1.98249], [-4.25476, -0.12024, -1.45875], [4.35776, 0.37905, -1.43507], [-2.54378, -0.59989, 2.35222], [0.86261, 2.90914, -2.37639], [0.62796, 0.16105, -2.41840], [1.15324, -3.72525, 4.30070], [-5.24223, 0.80270, 1.74235], [-2.30505, -3.66884, 1.89397], [0.86255, 5.86742, 0.70979], [-2.95907, 2.65870, -0.19304], [-1.17282, 1.22527, -1.88717], [0.62345, -0.87536, -4.58720], [1.45566, -2.81152, 2.10737], [-1.16783, -0.63404, -5.73682], [0.77346, -2.91995, 3.11304], [1.32637, 2.53013, 0.97374], [3.15060, -0.02759, -0.88367], [-2.62470, -2.87359, 0.31042], [2.11935, -3.36487, 4.65588], [4.13263, -2.65773, 1.04461], [-0.66723, -0.41602, -4.80308], [-2.31839, 0.70064, -4.00511], [4.42684, 1.22333, -2.10874], [-2.47836, 2.04751, 0.57211], [0.95536, 4.83292, 0.40729], [1.20791, 3.85402, 1.36085], [6.44695, -0.07979, -1.49169], [2.28179, -0.95276, -3.22996], [1.19046, -1.15795, 0.69810], [3.06066, -1.08472, 0.01269], [-3.69460, -0.67245, -0.70271], [-2.18542, 0.10992, 3.09909], [0.83112, 4.49223, -0.93282], [-1.86893, -3.15671, 1.03880], [-5.10615, 1.38193, 2.65450], [0.95372, 3.16907, -1.32956], [-2.72483, -0.92384, -1.13809], [-1.31662, 0.33243, -3.82750], [-0.43174, -2.31402, 3.22317], [-1.07525, -3.73415, 0.57069], [-3.20451, -1.32999, 2.82090], [-0.67296, 0.62004, -2.63609], [-5.86435, 1.38093, 1.05828], [6.29272, -1.97757, 0.05050], [1.12919, -1.45149, -5.34999], [1.31724, 4.12602, 2.40210], [-1.06336, -1.54280, 1.70713], [1.19672, 2.18498, -0.37240], [-2.40714, 2.64168, 1.48319], [0.64458, 5.25884, -1.67255], [5.39302, -1.43159, -0.20184]]}

| no. | F_max (eV Å⁻¹) |
| --- | --- |
| 1 | 3.73 |
| 2 | 0.72 |
| 3 | 0.42 |